C31H41IrNOPSbSi as an isolated structure in a non-equilibrium geometry, computed with the ωB97M-V functional and the def2-TZVPD basis.

```
! wB97M-V def2-TZVPD RIJCOSX def2/J DEFGRID3
* xyz 0 6
Ir -0.195 -0.052 0.049
Si -1.784 1.621 0.205
P -1.348 -1.062 -1.744
N 0.935 0.742 -1.137
H -0.517 -1.064 2.383
C -0.606 -2.673 -2.167
H -1.151 -3.127 -3.007
H -0.638 -3.339 -1.296
H 0.443 -2.505 -2.445
C -3.099 -1.387 -1.349
H -3.531 -1.953 -2.187
H -3.651 -0.446 -1.220
H -3.163 -1.985 -0.428
C -1.311 -0.127 -3.316
H -1.961 -0.633 -4.044
H -0.282 -0.109 -3.703
H -1.659 0.902 -3.172
C -3.147 1.234 1.435
H -2.721 0.995 2.417
H -3.773 0.412 1.069
H -3.763 2.141 1.518
H -1.192 2.943 0.560
H -2.447 1.803 -1.121
C 1.599 1.483 -2.021
C 3.613 1.852 -3.335
C 2.895 1.072 -2.458
C 1.056 2.709 -2.528
C 1.780 3.473 -3.419
C 3.059 3.049 -3.821
H 4.609 1.532 -3.653
H 3.280 0.138 -2.033
H 0.059 3.014 -2.179
H 1.362 4.403 -3.810
H 3.634 3.660 -4.524
C -0.747 -2.115 1.993
O -0.469 -2.034 0.630
C 0.165 -3.191 2.600
H -0.443 -3.908 3.158
H 0.920 -2.783 3.276
H 0.672 -3.737 1.797
C -2.215 -2.431 2.299
H -2.485 -3.335 1.742
H -2.901 -1.626 2.026
H -2.339 -2.624 3.370
C 1.799 -0.767 6.714
C 0.590 -0.243 6.239
C 0.480 0.145 4.894
C 1.581 0.016 4.043
C 2.789 -0.504 4.517
C 2.895 -0.911 5.854
Sb 1.464 0.765 1.974
C 1.414 2.932 2.271
C 1.479 3.774 1.156
C 1.174 5.137 1.296
C 0.827 5.643 2.555
C 0.812 4.807 3.680
C 1.120 3.444 3.535
C 3.361 0.041 1.214
C 4.380 0.939 0.888
C 5.587 0.452 0.369
C 5.768 -0.929 0.211
C 4.747 -1.828 0.551
C 3.529 -1.332 1.037
H 1.888 -1.060 7.761
H -0.267 -0.123 6.907
H -0.465 0.559 4.531
H 3.657 -0.586 3.857
H 3.838 -1.331 6.218
H 1.713 3.373 0.167
H 1.195 5.790 0.418
H 0.568 6.698 2.663
H 0.562 5.204 4.668
H 1.099 2.793 4.412
H 4.242 2.015 1.028
H 6.379 1.153 0.091
H 6.714 -1.310 -0.178
H 4.889 -2.906 0.441
H 2.718 -2.032 1.269
*
```

The expectation value of S² is 8.82. The calculation puts the LUMO energy (spin up / spin down) at 0.642 / -2.269 eV. For the HOMO-LUMO gap (spin up / spin down), the calculation gives 4.913 / 5.891 eV. Its energy above the lowest of the compared OMol25 structures with the same formula, charge and spin is 0.0 kcal per mole.